[1]
Here is a structure of composition C43H49Cl2I2N2O3PRb from the Open Molecules 2025 dataset. Energies are from wB97M-V/def2-TZVPD.

Computed properties:
ΔE to the lowest compared entry with this formula, charge and spin = 10.06 kcal/mol
E_LUMO = 2.0 eV
E = -105704.3790 eV
HOMO-LUMO gap = 6.44 eV
max |F| = 0.64 eV Å⁻¹

```
! wB97M-V def2-TZVPD RIJCOSX def2/J DEFGRID3
* xyz -1 1
Rb -0.04 0.11 -0.82
C -1.56 -4.17 -0.40
C -2.21 -2.97 -1.02
C -3.07 -2.17 -0.28
C -3.67 -1.05 -0.83
C -4.58 -0.17 -0.02
C -3.40 -0.74 -2.16
C -2.55 -1.52 -2.93
C -2.27 -1.16 -4.36
C -1.94 -2.62 -2.34
H -1.26 -3.98 0.63
H -0.67 -4.47 -0.95
H -2.24 -5.02 -0.39
H -3.27 -2.41 0.75
H -4.35 -0.25 1.04
H -5.63 -0.46 -0.15
H -4.49 0.87 -0.31
H -3.84 0.15 -2.60
H -1.29 -1.53 -4.67
H -2.27 -0.08 -4.50
H -3.02 -1.59 -5.02
H -1.22 -3.19 -2.91
I -2.62 8.97 1.18
C -1.86 7.03 1.28
C -0.86 6.72 2.18
C -0.36 5.44 2.24
I 1.14 5.00 3.61
C -0.81 4.38 1.40
O -0.36 3.20 1.44
C -1.86 4.76 0.49
C -2.37 3.66 -0.39
N -1.34 3.04 -1.23
C -0.88 3.88 -2.31
C -0.18 3.13 -3.43
C 0.41 3.87 -4.45
C 1.03 3.21 -5.49
C 1.06 1.82 -5.47
C 0.46 1.17 -4.41
N -0.15 1.80 -3.41
C -2.36 6.04 0.43
H -0.47 7.48 2.84
H -3.17 4.02 -1.05
H -2.79 2.86 0.24
H -0.58 2.84 -0.59
H -0.19 4.68 -1.97
H -1.74 4.41 -2.74
H 0.37 4.95 -4.42
H 1.49 3.76 -6.30
H 1.54 1.25 -6.25
H 0.49 0.09 -4.33
H -3.15 6.27 -0.27
Cl 6.30 -2.90 -5.02
C 4.77 -2.45 -4.30
C 3.59 -3.01 -4.81
C 2.38 -2.68 -4.27
Cl 0.94 -3.40 -4.93
C 2.22 -1.76 -3.16
O 1.10 -1.49 -2.69
C 3.47 -1.23 -2.68
C 3.55 -0.29 -1.57
O 2.62 0.20 -0.95
C 4.70 -1.58 -3.25
H 3.63 -3.70 -5.64
H 4.59 -0.02 -1.29
H 5.61 -1.15 -2.85
C 3.22 -0.85 2.18
C 2.07 -0.24 2.99
C 2.44 -0.37 4.47
C 1.92 1.23 2.61
P 0.53 -1.12 2.38
C 0.94 -2.86 2.77
C 0.93 -3.43 4.04
C 1.30 -4.75 4.25
C 1.70 -5.53 3.17
C 1.71 -4.99 1.90
C 1.33 -3.67 1.70
C -0.99 -0.66 3.39
C -0.79 -0.15 4.81
C -1.92 -1.88 3.42
C -1.68 0.44 2.57
H 4.09 -0.20 2.30
H 2.99 -0.89 1.12
H 3.48 -1.85 2.53
H 3.45 0.02 4.60
H 2.44 -1.40 4.82
H 1.79 0.22 5.12
H 2.80 1.78 2.97
H 1.05 1.72 3.03
H 1.88 1.36 1.53
H 0.63 -2.83 4.89
H 1.28 -5.16 5.25
H 1.99 -6.56 3.33
H 2.01 -5.59 1.05
H 1.34 -3.25 0.70
H -0.23 -0.84 5.44
H -1.78 0.00 5.27
H -0.29 0.82 4.83
H -1.60 -2.62 4.15
H -1.97 -2.37 2.45
H -2.92 -1.54 3.69
H -1.06 1.32 2.39
H -2.58 0.77 3.10
H -2.00 0.05 1.60
*
```

Here are the Mulliken charges for atoms 1 to 5, given in e:
1. Rb 1.178
2. C -1.443
3. C 0.682
4. C -0.174
5. C 0.513

***

[2]
Here is a structure of composition C43H49ClN5O4RuS2Si from the Open Molecules 2025 dataset. Energies are from wB97M-V/def2-TZVPD.

Computed properties:
ΔE to the lowest compared entry with this formula, charge and spin = 0.00 kcal/mol
E_LUMO (alpha / beta) = 0.4 / -1.1 eV
E = -105682.1439 eV
HOMO-LUMO gap (alpha / beta) = 7.79 / 6.30 eV
max |F| = 0.57 eV Å⁻¹

```
! wB97M-V def2-TZVPD RIJCOSX def2/J DEFGRID3
* xyz 0 6
Ru 0.08 0.06 -0.44
C -0.32 5.59 4.21
Si 0.05 3.77 4.04
C -1.43 2.83 4.65
C 1.53 3.34 5.10
C 0.61 3.42 2.27
C 1.50 4.31 1.69
C 2.07 4.09 0.44
C 1.78 2.91 -0.20
N 0.95 2.01 0.35
C 0.31 2.26 1.50
S -0.87 1.07 1.91
H -0.30 5.87 5.27
H -1.31 5.83 3.83
H 0.40 6.23 3.69
H -1.69 3.21 5.65
H -1.25 1.76 4.71
H -2.29 2.98 4.00
H 1.34 3.57 6.15
H 2.41 3.91 4.79
H 1.77 2.28 5.02
H 1.76 5.22 2.22
H 2.74 4.81 -0.02
H 2.21 2.65 -1.16
N 3.37 -0.92 2.56
C 2.78 -0.33 1.50
N 1.52 -0.65 1.37
C 1.25 -1.52 2.44
C 0.07 -2.13 2.85
C 0.11 -2.94 3.96
C 1.31 -3.15 4.67
C 2.48 -2.53 4.30
C 2.42 -1.71 3.18
H 4.33 -0.80 2.84
H 3.30 0.36 0.86
H -0.86 -1.95 2.32
H -0.79 -3.43 4.30
H 1.30 -3.79 5.54
H 3.40 -2.67 4.86
C -1.21 5.88 -4.03
C -1.21 5.77 -2.53
C -0.61 6.76 -1.76
C -0.66 6.72 -0.38
Cl 0.12 7.98 0.54
C -1.32 5.69 0.28
C -1.91 4.69 -0.47
C -1.86 4.73 -1.86
O -2.53 3.75 -2.55
C -1.69 2.76 -3.12
C -0.99 1.89 -2.09
O 0.16 1.44 -2.36
O -1.57 1.58 -1.02
H -1.12 6.92 -4.33
H -2.13 5.48 -4.45
H -0.37 5.34 -4.47
H -0.11 7.59 -2.25
H -1.35 5.67 1.36
H -2.41 3.86 0.00
H -0.94 3.18 -3.79
H -2.34 2.10 -3.70
N 0.24 -3.37 -0.28
C -1.03 -2.97 -0.05
N -1.41 -1.72 0.00
C -2.80 -1.63 0.18
C -3.55 -0.46 0.27
C -4.92 -0.56 0.44
C -5.55 -1.79 0.55
C -4.82 -2.96 0.48
C -3.45 -2.86 0.30
S -2.28 -4.15 0.18
H 0.77 -2.72 -0.87
H 0.37 -4.34 -0.50
H -3.06 0.50 0.20
H -5.50 0.35 0.51
H -6.62 -1.84 0.68
H -5.30 -3.93 0.58
C -0.90 -0.45 -5.32
C -0.74 -1.71 -4.46
C -1.73 -1.70 -3.31
C 0.75 -1.92 -4.16
C 1.42 -2.42 -5.28
C 2.78 -2.61 -5.32
C 3.51 -2.27 -4.20
C 2.90 -1.77 -3.06
C 3.82 -1.39 -1.91
C 3.63 -2.27 -0.68
C 3.75 0.11 -1.62
C 1.50 -1.61 -3.00
O 0.95 -1.26 -1.81
H -1.95 -0.31 -5.61
H -0.30 -0.51 -6.22
H -0.57 0.42 -4.76
H -1.02 -2.56 -5.08
H -1.66 -0.78 -2.73
H -1.57 -2.54 -2.64
H -2.74 -1.76 -3.70
H 0.83 -2.66 -6.16
H 3.27 -3.01 -6.20
H 4.59 -2.39 -4.20
H 4.83 -1.58 -2.27
H 2.69 -2.06 -0.17
H 4.44 -2.11 0.04
H 3.64 -3.33 -0.96
H 2.75 0.40 -1.28
H 3.96 0.68 -2.53
H 4.48 0.40 -0.87
*
```

Here are the Mulliken charges for atoms 1 to 5, given in e:
1. Ru 0.408
2. C -1.099
3. Si 0.139
4. C -1.031
5. C -1.128

***

[3]
Here is a structure of composition C43H50AsCrN5O6STe from the Open Molecules 2025 dataset. Energies are from wB97M-V/def2-TZVPD.

Computed properties:
ΔE to the lowest compared entry with this formula, charge and spin = 15.32 kcal/mol
E_LUMO (alpha / beta) = 3.7 / 3.7 eV
E = -172523.7973 eV
HOMO-LUMO gap (alpha / beta) = 4.39 / 5.37 eV
max |F| = 1.03 eV Å⁻¹

```
! wB97M-V def2-TZVPD RIJCOSX def2/J DEFGRID3
* xyz -2 5
Cr 1.15 -0.97 -0.40
C -7.84 0.42 0.43
C -6.93 0.07 -0.56
C -5.58 -0.07 -0.25
C -5.11 0.11 1.05
C -6.03 0.52 2.02
C -7.38 0.66 1.72
As -3.14 -0.14 1.37
C -3.15 -2.11 1.32
C -3.59 -2.77 0.17
C -3.57 -4.15 0.08
C -3.09 -4.92 1.14
C -2.60 -4.28 2.27
C -2.62 -2.89 2.36
C -3.20 0.18 3.30
C -3.87 -0.63 4.21
C -3.96 -0.27 5.55
C -3.38 0.92 5.99
C -2.73 1.75 5.08
C -2.65 1.38 3.74
H -8.90 0.52 0.20
H -7.27 -0.10 -1.58
H -4.89 -0.30 -1.05
H -5.70 0.73 3.03
H -8.07 0.96 2.50
H -3.93 -2.20 -0.68
H -3.90 -4.64 -0.83
H -3.07 -6.00 1.07
H -2.18 -4.86 3.09
H -2.19 -2.41 3.23
H -4.34 -1.55 3.89
H -4.49 -0.91 6.25
H -3.43 1.20 7.04
H -2.29 2.68 5.41
H -2.15 2.02 3.02
C 0.31 -3.54 -6.15
C 0.15 -2.95 -4.75
C -1.10 -2.08 -4.63
C -1.16 -1.18 -3.39
N -0.04 -0.24 -3.33
C 0.74 0.02 -2.28
S 2.16 -2.58 -1.70
N 1.63 0.99 -2.51
C 1.95 1.65 -3.77
C 2.84 0.81 -4.68
C 4.31 0.78 -4.23
C 4.63 -0.34 -3.24
H 1.21 -4.16 -6.20
H 0.39 -2.75 -6.90
H -0.55 -4.17 -6.42
H 1.03 -2.36 -4.49
H 0.10 -3.74 -4.00
H -1.99 -2.71 -4.61
H -1.17 -1.44 -5.52
H -1.14 -1.77 -2.48
H -2.09 -0.62 -3.43
H 0.15 0.22 -4.20
H 2.22 1.22 -1.72
H 2.47 2.57 -3.52
H 1.03 1.94 -4.28
H 2.77 1.22 -5.69
H 2.45 -0.22 -4.72
H 4.55 1.75 -3.77
H 4.95 0.69 -5.11
H 3.94 -0.35 -2.40
H 5.64 -0.23 -2.84
H 4.56 -1.32 -3.73
O 3.05 -1.23 1.01
C 3.30 -0.09 0.63
O 2.40 0.55 -0.07
C 4.61 0.61 0.84
C 4.69 1.98 0.64
C 5.95 2.63 0.73
C 7.10 1.88 1.01
C 6.97 0.52 1.20
C 5.74 -0.14 1.14
N 8.18 -0.26 1.46
O 9.25 0.32 1.53
O 8.08 -1.45 1.61
N 6.06 4.00 0.51
O 7.22 4.55 0.61
O 5.01 4.65 0.20
H 3.82 2.57 0.40
H 8.06 2.36 1.05
H 5.67 -1.20 1.30
Te 0.14 -3.45 -0.73
C -0.79 4.07 1.88
N -1.11 2.91 1.07
C -1.70 3.35 -0.19
C 0.07 2.06 0.81
C 0.26 0.94 1.81
C 0.59 1.22 3.13
C 0.64 0.22 4.09
C 0.35 -1.08 3.71
C 0.13 -1.37 2.36
C 0.11 -0.40 1.35
H 0.00 4.69 1.43
H -0.44 3.75 2.87
H -1.68 4.68 2.02
H -0.98 3.93 -0.81
H -2.56 3.99 0.01
H -2.03 2.48 -0.76
H 0.97 2.68 0.72
H -0.09 1.58 -0.15
H 0.84 2.24 3.43
H 0.91 0.45 5.12
H 0.35 -1.88 4.45
H 0.01 -2.41 2.09
*
```

Here are the Mulliken charges for atoms 1 to 5, given in e:
1. Cr -0.652
2. C -0.439
3. C -0.766
4. C -0.394
5. C 0.630

***

[4]
Here is a structure of composition C43H50AsF10HfN7O2Si3 from the Open Molecules 2025 dataset. Energies are from wB97M-V/def2-TZVPD.

Computed properties:
ΔE to the lowest compared entry with this formula, charge and spin = 6.86 kcal/mol
E_LUMO = -0.7 eV
E = -172884.5636 eV
HOMO-LUMO gap = 6.97 eV
max |F| = 2.63 eV Å⁻¹

```
! wB97M-V def2-TZVPD RIJCOSX def2/J DEFGRID3
* xyz 0 1
Hf -1.27 0.68 1.42
C -4.55 0.46 0.03
N -3.95 0.61 1.35
C -4.34 -0.51 2.22
C -3.44 -1.68 1.97
N -2.04 -1.29 2.10
C -1.30 -2.15 2.94
C -1.74 -2.58 4.19
F -2.90 -2.12 4.68
C -1.02 -3.43 5.00
F -1.50 -3.77 6.20
C 0.21 -3.91 4.60
F 0.90 -4.73 5.38
C 0.69 -3.52 3.37
F 1.86 -3.99 2.94
C -0.05 -2.67 2.58
F 0.44 -2.43 1.36
C -4.37 1.89 1.93
C -3.68 2.13 3.24
N -2.26 1.87 3.09
C -1.47 2.32 4.14
C -1.80 2.46 5.49
F -3.00 2.09 5.95
C -0.90 2.97 6.42
F -1.28 3.07 7.69
C 0.37 3.34 6.06
F 1.23 3.79 6.98
C 0.74 3.24 4.74
F 1.95 3.62 4.33
C -0.18 2.77 3.84
F 0.11 2.80 2.53
H -5.65 0.39 0.10
H -4.18 -0.44 -0.45
H -4.29 1.31 -0.58
H -5.39 -0.80 2.03
H -4.25 -0.23 3.26
H -3.60 -2.05 0.95
H -3.71 -2.49 2.64
H -5.46 1.91 2.08
H -4.10 2.67 1.23
H -4.13 1.52 4.03
H -3.85 3.17 3.53
C 4.69 0.43 -5.77
O 5.23 1.60 -5.17
C 5.42 1.58 -3.83
C 5.92 2.76 -3.28
C 6.17 2.84 -1.93
C 5.88 1.77 -1.09
C 5.39 0.60 -1.63
C 5.19 0.49 -3.01
N 6.33 1.87 0.27
N 5.71 1.51 1.27
C 4.32 1.10 1.35
C 4.05 0.18 2.32
C 2.74 -0.16 2.69
C 1.68 0.41 2.05
O 0.42 0.19 2.42
C 1.92 1.30 0.98
N 0.80 1.78 0.33
C 0.95 2.80 -0.47
C 2.20 3.43 -0.68
C 3.32 2.90 -0.11
C 3.22 1.74 0.69
H 4.61 0.65 -6.83
H 3.71 0.21 -5.37
H 5.35 -0.43 -5.63
H 6.12 3.60 -3.95
H 6.61 3.74 -1.51
H 5.23 -0.26 -0.99
H 4.84 -0.46 -3.42
H 4.89 -0.27 2.85
H 2.56 -0.84 3.51
H 0.06 3.18 -0.95
H 2.24 4.33 -1.27
H 4.28 3.39 -0.23
N -2.33 2.98 -0.83
C -1.98 2.24 -0.02
C -1.71 -4.03 -0.08
Si -2.19 -2.94 -1.50
C -4.05 -2.82 -1.63
C -1.75 -3.92 -3.02
As -1.22 -0.78 -1.14
Si 1.03 -1.32 -1.88
C 1.23 -2.55 -3.28
C 2.19 -2.03 -0.61
C 1.73 0.30 -2.47
Si -1.97 0.24 -3.23
C -1.02 1.74 -3.77
C -1.99 -0.93 -4.68
C -3.74 0.80 -3.09
H -2.16 -5.02 -0.22
H -2.04 -3.64 0.89
H -0.62 -4.15 -0.03
H -4.44 -3.80 -1.92
H -4.35 -2.10 -2.40
H -4.55 -2.53 -0.70
H -2.33 -4.84 -2.94
H -0.70 -4.19 -3.08
H -2.02 -3.42 -3.96
H 1.21 -3.58 -2.90
H 2.22 -2.37 -3.69
H 0.51 -2.48 -4.09
H 1.85 -2.98 -0.21
H 2.38 -1.36 0.23
H 3.14 -2.20 -1.14
H 2.02 0.25 -3.53
H 2.62 0.58 -1.90
H 1.01 1.11 -2.38
H -0.08 1.48 -4.28
H -0.80 2.42 -2.95
H -1.65 2.28 -4.48
H -1.10 -1.55 -4.77
H -2.06 -0.31 -5.59
H -2.86 -1.59 -4.65
H -3.81 1.69 -2.46
H -4.41 0.03 -2.69
H -4.08 1.06 -4.10
*
```

Here are the Mulliken charges for atoms 1 to 5, given in e:
1. Hf 1.312
2. C -1.319
3. N 1.169
4. C -1.981
5. C 0.454